Formula: C5H17N2O
Source: OMol25
Level of theory: ωB97M-V/def2-TZVPD

```
! wB97M-V def2-TZVPD RIJCOSX def2/J DEFGRID3
* xyz 1 1
H 0.73396 -0.44578 -0.30139
N -0.19130 -0.31837 1.59940
H -0.25381 -1.83136 0.22933
H 1.06574 2.95019 0.74956
C -1.33523 1.41830 -0.67359
C -1.31012 -0.12849 -0.64159
H 0.46837 1.81110 -1.73798
C -0.77800 -1.34378 2.49304
H 0.76339 -0.23639 1.92959
C -0.03883 2.15797 -0.83738
H -2.05065 1.72154 -1.41727
O 2.77936 -2.72953 -2.63845
H -1.81104 1.66717 0.27987
H 0.46510 1.44433 1.06412
H -0.83820 -0.93748 3.48622
N 0.89263 2.03631 0.32876
H 2.06914 -3.32069 -2.90760
H -1.77088 -1.58269 2.13706
H -2.31004 -0.44239 -0.32052
H -0.27431 3.16197 -1.07659
H 3.62562 -3.14591 -2.82866
H -1.29682 -0.49949 -1.67399
C -0.20106 -0.74539 0.18152
H 1.74605 1.54958 0.06172
H -0.14906 -2.21074 2.51482
*
```

Properties
* energy relative to the best compared isomer or geometry (same formula, charge and spin): 120.2 kJ/mol
* energy: -10481.689 eV
* orbital gap: 9.942 eV